Entry 1:
11
Properties=species:S:1:pos:R:3:forces:R:3 method="wB97M-V/def2-TZVPD" total_charge=+1 energy_ha=-1634.10592 spin_multiplicity=2 s_squared=0.75 max_force_ha_per_bohr=0.0204 e_lumo_ev="-4.60 / -8.74" de_lowest_kcal_mol=5.5
S -1.399 -0.702 2.221 0.3759 -0.2698 -0.4448
S -2.115 -1.564 0.457 0.1404 -0.0092 0.2077
S 0.977 -0.680 -2.266 -0.1337 0.3946 0.9621
S 1.783 -0.163 -0.446 -0.7949 -0.4870 -0.4644
C 0.984 1.406 -0.137 -0.0259 0.6653 -0.1396
H 0.349 -1.796 -1.814 0.4524 -0.1074 -0.0520
H -0.131 -1.149 2.029 -0.3356 0.1084 0.1076
H -2.902 -0.535 0.122 -0.0192 0.1375 -0.0460
H 1.288 2.161 -0.868 -0.0072 -0.0967 0.0268
H 1.265 1.743 0.862 0.2324 -0.1529 -0.0473
H -0.099 1.279 -0.161 0.1154 -0.1829 -0.1102

Entry 2:
89
Properties=species:S:1:pos:R:3:forces:R:3 method="wB97M-V/def2-TZVPD" total_charge=+2 energy_ha=-5920.13754 max_force_ha_per_bohr=0.0852 e_lumo_ev=-9.86
Br -2.933 -0.827 0.758 -0.4649 3.1826 1.1371
Cl -0.864 2.935 -2.954 1.1567 0.8940 -0.2164
Cl 2.013 4.353 5.581 0.1229 0.0834 -0.7783
Al -0.608 9.092 0.474 -0.2304 0.4990 -0.0900
Al 3.080 -0.875 0.820 0.3807 0.8090 0.9598
F -0.776 -3.858 -3.404 0.7314 0.8907 0.1363
F 0.689 9.045 -0.617 0.1492 -0.4915 0.0944
F -1.275 7.509 0.530 0.4541 -0.2797 0.0801
F -1.749 10.208 0.005 -0.1126 -0.0705 -0.0514
F 0.001 9.447 2.009 0.2000 -0.4584 0.0877
O -7.128 -1.520 -1.448 -0.0542 0.1646 -0.2412
O 5.426 -1.951 -1.111 -0.6546 -0.0141 0.4208
O 1.404 4.525 2.332 1.4747 -0.4206 -0.0248
O 1.410 -5.398 1.526 0.4120 0.5626 -0.2697
O 4.473 -3.866 -0.064 -0.6565 0.5554 -0.2572
N 2.116 4.534 -0.510 -0.7554 -0.8377 -0.1513
N -2.104 -2.108 -1.431 0.4679 -0.5406 -0.9729
N 0.778 -2.663 -1.661 0.1120 -1.0983 0.5311
N -1.300 0.980 -1.469 0.4671 -1.8838 1.0205
N -5.588 0.083 -0.851 -0.1546 -0.3083 -0.6004
C 0.590 -7.122 3.024 0.0930 0.0647 0.0260
C 1.429 -1.564 -0.936 -0.0538 1.0290 -0.0701
C 0.601 -0.337 -0.504 0.1796 -0.0140 -0.8644
C 2.609 -1.272 -1.939 -0.8598 -1.7610 0.3379
C 0.253 -6.124 1.937 -0.1931 -0.4938 0.1224
C 2.750 6.690 0.429 0.1086 0.1671 0.3467
C 3.198 -2.718 -2.119 -0.1003 0.4027 0.6214
C -6.735 -0.885 -0.535 -0.1763 -0.6188 0.0094
C 1.928 -3.592 -1.944 1.3904 -0.0554 -0.0791
C 0.752 5.454 1.388 -2.4102 0.7467 -0.7521
C 1.597 5.753 0.153 1.1540 0.0763 0.0006
C -1.563 -2.946 -0.659 -0.4320 -0.5270 1.3305
C -5.814 0.885 -2.105 0.0278 0.1492 0.3239
C -0.057 0.362 -1.713 -0.5168 -0.9134 1.3999
C -7.149 -1.011 0.891 0.0715 0.6303 0.0537
C 2.261 5.107 3.093 -0.5759 2.8148 -3.3049
C -2.239 -3.485 0.678 1.7825 -0.9283 -2.4788
C 4.254 -3.319 1.226 -0.0913 -0.6221 -0.5386
C -0.210 -3.560 -0.979 -1.1663 0.0134 1.2318
B 4.400 -2.886 -1.045 0.3439 -0.7861 -0.7002
Be 1.801 2.443 -2.574 -2.0366 0.7912 -0.1102
H 3.291 -0.473 -1.675 0.2281 0.2312 -0.0811
H -0.407 -4.355 -1.707 0.0464 0.0387 -0.2795
H -0.106 -0.360 -2.515 -0.0376 0.3136 -0.6855
H 3.607 6.194 0.918 -0.0947 -0.1095 -0.0458
H 2.277 4.342 4.247 0.1207 -1.0583 2.0214
H -3.263 -3.218 0.771 -0.4572 0.0880 0.0203
H -0.082 -0.610 0.293 -0.5840 -0.0557 -0.0544
H 3.126 7.108 -0.502 0.0309 0.0293 0.0088
H -1.487 -2.047 -2.246 -0.4645 -0.2079 -0.5507
H -4.792 -0.545 -1.048 0.2090 0.1957 0.5836
H -1.637 -3.184 1.522 -0.0089 0.1096 0.3214
H 0.580 1.247 -2.061 1.0903 -0.6357 0.0210
H 2.148 -4.192 -1.069 -0.7312 -0.1443 0.4363
H 4.710 -3.901 2.013 0.1633 -0.3314 0.1000
H -5.345 0.649 -0.038 0.2157 -0.0287 -0.0426
H 1.641 -4.285 -2.722 -0.1139 0.2639 -0.5490
H 3.313 5.003 2.774 0.2209 -1.1153 1.3964
H -1.687 0.708 -0.484 -0.0652 0.6138 -0.8909
H -0.296 -7.670 3.339 0.0019 -0.0330 -0.0100
H 3.655 -2.911 -3.082 0.0650 0.4426 -0.4304
H 2.592 3.957 0.179 0.2083 0.0837 -0.0503
H -6.989 -0.084 1.442 0.0574 -0.0728 0.0710
H 5.216 -1.155 -0.618 0.7267 0.4450 -0.3125
H -0.168 -6.630 1.063 -0.1477 -0.0006 0.0555
H -5.012 1.616 -2.176 -0.0236 0.0045 -0.0017
H -0.167 4.971 1.067 -0.0133 -0.2407 0.3308
H 2.038 -6.047 1.189 0.0376 -0.0168 0.0490
H 1.299 3.982 -0.780 -0.1723 0.1169 0.1761
H 1.015 -6.613 3.890 -0.0665 0.0265 0.0346
H 1.334 -7.839 2.672 -0.0721 -0.0799 -0.0389
H 1.733 -2.053 0.026 -0.0596 -0.4638 -0.4210
H 0.450 6.367 1.911 0.1398 0.0443 -0.0206
H 2.049 -1.027 -2.834 0.2791 0.6320 -0.3880
H -6.773 1.390 -2.038 -0.0275 0.0021 -0.0493
H 0.927 6.252 -0.554 -0.2765 0.0852 0.2989
H -0.475 -5.399 2.298 0.0654 0.1144 -0.0525
H 3.164 -3.320 1.389 -0.1120 0.0994 0.4321
H -8.205 -1.263 0.925 0.0066 -0.1490 -0.0536
H -5.783 0.212 -2.953 -0.1367 -0.0632 0.0107
H -6.565 -1.806 1.356 0.0312 0.0047 -0.0098
H -2.179 -4.568 0.580 0.0815 -0.3217 0.1417
H 1.291 0.394 -0.068 0.1342 0.1395 0.1688
H -1.942 0.640 -2.175 -0.4365 0.5570 0.0400
H 0.358 -2.316 -2.542 -0.2685 -1.0913 -0.3377
H 2.428 7.523 1.057 -0.0334 0.1131 -0.1492
H 4.694 -2.320 1.281 0.3761 0.1258 0.3453
H 1.999 6.132 3.376 0.0322 -0.1026 0.4765
H 0.268 -3.936 -0.081 0.2508 -0.0013 0.2453

Entry 3:
88
Properties=species:S:1:pos:R:3:forces:R:3 method="wB97M-V/def2-TZVPD" total_charge=+1 energy_ha=-6997.22103 max_force_ha_per_bohr=0.0419 e_lumo_ev=-3.65
Br 2.559 2.262 0.663 -0.0657 -0.3050 -0.0933
Br -0.827 -0.493 -3.025 0.0227 -0.0449 0.1614
O 1.296 -3.186 4.467 -0.0401 0.2500 -0.1865
O 7.928 0.733 4.682 0.0344 -0.0448 0.0588
O -5.473 3.461 -1.898 -0.0174 0.0817 0.0138
O 3.516 -0.305 0.362 -1.7139 1.1331 -0.6404
O -2.485 1.977 -0.161 0.1137 -0.1585 0.0586
O -3.541 -1.830 -8.297 0.0258 -0.0621 0.0363
N -2.076 4.052 0.654 0.1080 0.0427 0.0189
N -6.997 2.047 -0.988 -0.1217 -0.0478 0.0300
N -3.086 0.147 -7.292 0.0149 0.1823 0.0936
N 1.448 -2.798 1.775 -0.7373 0.0720 -0.6886
N 3.489 -4.509 0.820 -0.4656 -0.0280 -0.5527
N -0.367 -2.957 0.361 0.4326 0.7798 -0.1977
N 7.161 0.120 2.637 -0.0728 0.0746 -0.1261
N 1.908 -2.398 -0.447 -0.4562 -0.2621 -0.1248
N 1.830 -1.297 5.628 0.0765 -0.0799 0.1177
C 6.293 0.403 1.508 0.4659 -0.1365 0.1798
C 1.776 0.154 5.718 0.0517 -0.1030 0.0750
C 1.287 -1.965 4.617 -0.1356 0.1905 0.1281
C -8.096 2.963 -1.257 0.1336 0.0212 -0.0317
C -2.688 3.185 -0.166 -0.1781 0.1176 -0.2480
C 2.457 -3.563 -1.175 0.3161 -0.1423 0.1551
C 7.982 -1.078 2.624 -0.0047 0.0972 0.0962
C -2.345 5.477 0.617 0.0938 -0.0961 0.0836
C -0.973 -2.052 -0.639 -0.4844 -0.0889 -0.2856
C 7.231 0.934 3.709 -0.0617 0.0698 0.0527
C 2.502 -2.049 6.683 -0.0458 -0.0765 -0.0747
C -7.271 0.781 -0.339 -0.0920 0.1463 -0.0651
C 1.353 0.028 -0.740 0.3717 -0.1076 -0.3225
C 2.576 0.387 0.069 1.4026 -0.8556 0.6141
C -2.462 -0.532 -6.171 -0.0892 -0.0385 -0.1823
C -5.757 2.407 -1.353 0.1481 -0.1220 -0.0115
C -1.122 3.518 1.603 -0.0585 -0.1445 0.0416
C 2.916 -4.705 -0.298 0.3823 0.0324 0.5204
C -3.156 1.595 -7.317 0.1426 -0.1842 0.0798
C -3.583 -0.617 -8.286 -0.0736 -0.0196 -0.1220
C 1.374 -1.378 -1.370 -0.6996 0.1464 -0.0804
C -0.047 -1.789 -1.817 0.1208 -0.1682 -0.0205
C 0.995 -2.722 0.570 0.4031 -0.2016 0.4317
H 6.573 1.817 3.624 0.0085 0.0111 -0.0287
H 3.342 -3.203 -1.707 -0.0300 0.0541 0.0050
H -7.961 0.187 -0.940 0.0046 -0.0507 0.0342
H -1.885 -2.526 -1.001 0.0384 0.0186 0.0344
H 2.786 0.564 5.735 -0.0093 0.0357 -0.0024
H -2.730 5.815 1.581 -0.0147 0.0488 -0.0199
H 7.810 -1.622 1.698 -0.0200 0.0149 -0.0258
H 1.298 0.769 -1.541 -0.0600 -0.0094 0.0224
H -8.171 3.158 -2.326 -0.0314 0.0228 0.0019
H -0.705 4.318 2.209 -0.0349 0.0616 -0.0294
H 0.817 -2.939 2.569 0.3038 -0.5691 0.1385
H -3.717 1.969 -6.462 -0.0599 0.0727 0.0497
H -4.991 1.651 -1.109 -0.0023 0.0077 0.0236
H 1.258 0.452 6.629 -0.0057 0.0409 -0.0079
H -9.025 2.525 -0.903 -0.0009 -0.0341 0.0170
H 3.743 -5.399 1.243 0.1080 0.0055 0.0888
H 7.734 -1.716 3.473 0.0329 -0.0280 -0.0081
H 2.756 -5.709 -0.699 0.0448 0.0665 -0.1226
H -4.038 -0.030 -9.101 0.0021 0.0143 0.0028
H 0.796 -1.296 3.886 0.0259 0.0681 0.0424
H -6.345 0.224 -0.214 0.0284 0.0132 -0.0057
H -3.651 1.922 -8.228 -0.0078 -0.0172 -0.0197
H 6.887 0.507 0.597 -0.0867 0.0396 -0.0406
H -1.621 -1.130 -6.526 0.0252 -0.0352 0.1027
H 1.802 -2.739 7.153 0.0120 -0.0035 0.0233
H 5.588 -0.408 1.380 -0.1316 -0.0533 -0.1018
H -0.316 2.998 1.083 -0.0149 0.0525 0.0460
H -1.626 2.795 2.248 0.1023 -0.0037 0.0887
H 5.747 1.328 1.680 -0.0205 0.0056 0.0284
H 2.887 -1.359 7.426 -0.0009 0.0404 -0.0070
H 0.018 -2.698 -2.415 0.0918 0.0243 0.0465
H 3.323 -2.628 6.264 0.0186 -0.0004 0.0265
H -1.302 -1.133 -0.151 0.1837 0.0372 0.0539
H 2.450 -2.787 1.939 0.1234 0.0057 -0.0987
H -3.085 5.691 -0.151 -0.0189 -0.0310 -0.0179
H -7.927 3.913 -0.751 -0.0352 0.0173 -0.0104
H 1.777 -3.956 -1.938 -0.1819 0.0415 0.0781
H -0.530 -3.933 0.144 -0.0727 -0.1311 0.2879
H -7.716 0.947 0.644 0.0023 -0.0592 0.0170
H -1.431 6.029 0.390 -0.0271 0.0467 -0.0081
H 9.037 -0.815 2.699 0.0165 -0.0426 -0.0008
H -2.152 2.025 -7.292 -0.0201 0.0599 -0.0263
H -2.111 0.194 -5.441 -0.0714 0.1013 -0.1339
H 0.439 0.198 -0.164 0.1506 0.0944 0.2359
H -3.180 -1.204 -5.697 0.0614 -0.0225 0.0508
H 1.977 -1.396 -2.277 0.3487 0.1267 0.2183
H 1.245 0.561 4.861 -0.0119 -0.0190 -0.0202
H -3.403 3.660 -0.853 -0.0100 -0.0589 -0.0215